# 1
Molecular formula: C3H5NO2
Method: DFT, wB97M-V/def2-TZVPD

Geometry as XYZ:
```
11
Properties=species:S:1:pos:R:3:mulliken_charge:R:1
O 0.898 0.084 -0.118 -0.274
O 2.508 0.439 1.451 -0.472
N -1.326 0.504 0.322 -0.416
C -0.121 0.702 0.603 0.116
C -1.665 -0.418 -0.751 -0.686
C 2.131 -0.035 0.417 0.177
H -0.802 -0.828 -1.286 0.274
H 0.205 1.358 1.406 0.389
H 2.725 -0.662 -0.263 0.354
H -2.314 0.102 -1.461 0.264
H -2.240 -1.245 -0.321 0.273
```

Output
SMILES = C/N=C\OC=O
frontier orbital gap = 11.21 eV
molecular weight = 87.1 g/mol
DFT total energy = -322.5264 Eh
relative energy (zero: lowest compared OMol25 entry of this formula, charge and spin) = 1.306 eV



# 2
Molecular formula: C9H20N2O
Method: DFT, wB97M-V/def2-TZVPD

Geometry as XYZ:
```
32
Properties=species:S:1:pos:R:3:mulliken_charge:R:1
O -3.144 -1.606 -0.864 -0.615
N 2.207 0.960 0.086 -0.343
N 0.913 1.408 -0.141 -0.043
C -0.975 -1.009 -0.024 -1.420
C -3.009 -0.122 1.238 -1.209
C -2.779 1.332 0.794 -0.457
C 2.381 -0.469 0.269 0.725
C 3.708 -0.758 0.972 -1.527
C 0.786 2.495 -0.793 -0.481
C 2.342 -1.288 -1.017 -1.306
C -2.434 -0.623 -0.108 1.436
C -2.710 0.805 -0.656 -0.896
H 2.327 -2.350 -0.786 0.327
H 2.881 1.419 -0.535 0.310
H 1.655 3.053 -1.165 0.213
H 3.218 -1.084 -1.642 0.385
H -3.718 0.769 -1.092 0.355
H 3.814 -1.828 1.199 0.375
H -1.802 1.724 1.106 0.177
H -2.007 1.279 -1.363 0.233
H -0.202 2.938 -0.984 0.250
H -2.511 -0.461 2.142 0.293
H -0.839 -2.045 0.275 0.514
H 1.449 -1.030 -1.614 0.328
H 3.800 -0.204 1.908 0.398
H -4.076 -0.364 1.280 0.365
H 4.558 -0.505 0.348 0.355
H 1.568 -0.786 0.953 0.098
H -3.572 2.047 1.041 0.382
H -0.481 -0.383 0.705 0.201
H -2.846 -2.466 -0.542 0.362
H -0.499 -0.848 -0.991 0.211
```

Output
SMILES = CC1(O)CCC1.C=NNC(C)C
frontier orbital gap = 9.71 eV
molecular weight = 172.3 g/mol
DFT total energy = -539.5910 Eh
relative energy (zero: lowest compared OMol25 entry of this formula, charge and spin) = 2.038 eV